Molecular formula: C25H57Be2N7O12S
Method: DFT, ωB97M-V with the def2-TZVPD basis set

## Properties
- Gap between HOMO and LUMO: 4.4556 eV
- Total charge: +2
- E_LUMO: -8.35 eV

Geometry (Å):
1 Be -12.28217 5.00650 1.08280
2 Be -15.95670 9.29605 3.09867
3 S -13.73132 7.55512 1.98448
4 O -15.05395 7.63699 1.43952
5 O -13.66398 6.23840 2.60072
6 O -12.77646 7.50056 0.90163
7 O -13.61798 8.70189 2.87101
8 C -12.60502 4.03155 -2.40854
9 O -12.42812 4.14064 -1.22604
10 N -12.87467 5.12061 -3.17952
11 C -12.98298 4.93820 -4.64694
12 C -13.21468 6.37899 -2.62570
13 H -12.42273 3.12187 -3.00137
14 H -12.21583 5.55879 -5.11003
15 H -13.94139 5.25426 -5.05884
16 H -12.75788 3.89739 -4.87964
17 H -12.68780 7.22222 -3.07231
18 H -14.28371 6.47812 -2.81402
19 H -13.09045 6.40689 -1.54316
20 C -12.46014 7.68381 5.96139
21 O -12.37338 6.65970 6.59201
22 N -11.55719 8.66401 6.01033
23 C -11.71764 10.00022 5.35749
24 C -10.53589 8.65732 7.02394
25 H -13.28712 7.94587 5.28343
26 H -12.08974 9.90632 4.33728
27 H -10.84146 10.63844 5.47193
28 H -12.54031 10.51573 5.85304
29 H -10.97271 8.94876 7.97911
30 H -10.34738 7.59302 7.16481
31 H -9.55815 9.11739 6.88089
32 C -16.26017 5.91340 4.31088
33 O -16.44418 7.13521 4.40567
34 N -17.24781 5.03017 4.09119
35 C -16.99078 3.52062 3.96015
36 C -18.60851 5.39398 4.31912
37 H -15.24118 5.49666 4.32479
38 H -17.64788 3.10343 3.19709
39 H -17.29075 2.95086 4.83963
40 H -15.94904 3.25612 3.77867
41 H -19.29365 4.55307 4.21166
42 H -18.63193 5.81218 5.32543
43 H -19.10093 6.12464 3.67744
44 C -18.25682 7.60277 0.94363
45 O -18.08744 8.39090 1.81396
46 N -19.30861 6.78678 0.84184
47 C -19.34513 5.72263 -0.13451
48 C -20.54124 6.94002 1.58617
49 H -17.47449 7.45246 0.18364
50 H -18.34772 5.38947 -0.42136
51 H -19.87319 6.00107 -1.04649
52 H -19.80682 4.80809 0.23773
53 H -21.33540 7.40543 1.00238
54 H -21.01252 5.98171 1.80442
55 H -20.47389 7.57187 2.47180
56 C -16.10446 10.70729 -0.25513
57 O -15.84212 10.53908 0.96001
58 N -15.52861 10.01612 -1.25208
59 C -16.05911 9.93259 -2.64436
60 C -14.18702 9.47083 -1.04027
61 H -16.98037 11.21739 -0.68498
62 H -17.09977 10.23902 -2.53843
63 H -15.98708 8.91680 -3.03307
64 H -15.68982 10.67697 -3.34978
65 H -13.90847 9.39203 0.01059
66 H -14.24738 8.49348 -1.51907
67 H -13.42037 10.06903 -1.53272
68 C -11.40495 10.50261 0.42694
69 O -11.60899 11.34789 -0.37201
70 N -10.21284 10.26619 0.93929
71 C -10.08777 9.30198 2.01433
72 C -9.06664 11.20627 0.73908
73 H -12.25444 9.97815 0.89118
74 H -9.99029 9.72171 3.01554
75 H -9.17462 8.73634 1.82910
76 H -10.91638 8.60185 1.90791
77 H -8.22383 10.78189 0.19348
78 H -9.34356 12.01014 0.05701
79 H -8.72924 11.71784 1.64050
80 C -12.95704 3.59993 4.34049
81 O -12.42286 3.47396 3.20202
82 N -13.77572 2.72595 4.99510
83 C -14.31681 3.19188 6.26387
84 C -14.03041 1.29694 4.66531
85 H -12.84711 4.59441 4.79997
86 H -15.40374 3.17287 6.18427
87 H -14.18332 4.23487 6.55101
88 H -13.93142 2.64789 7.12622
89 H -13.31829 0.62794 5.14845
90 H -15.03927 1.07201 5.01130
91 H -13.84569 1.29505 3.59108
92 C -16.67697 3.45280 -0.24997
93 C -15.85450 2.18108 -0.18443
94 C -14.88441 2.50371 0.89825
95 O -14.53744 3.80857 0.59591
96 C -15.74525 4.55644 0.21794
97 H -17.54683 3.42826 0.40641
98 H -16.95922 3.50538 -1.30148
99 H -15.27415 1.84432 -1.04343
100 H -16.50195 1.34223 0.07100
101 H -13.99986 1.87016 0.83278
102 H -15.23494 2.39214 1.92430
103 H -15.61359 5.31209 -0.55650
104 H -16.05359 5.09293 1.11527

Cartesian forces, eV/Å:
-3.59 0.75 0.92
1.40 -3.10 -3.61
-1.98 -1.39 -0.88
-3.94 1.24 -0.79
2.02 -3.07 1.52
3.16 -0.62 -1.87
-0.11 2.14 2.14
0.27 2.38 -3.17
0.69 -0.37 4.52
0.30 -2.55 -0.98
0.64 0.40 0.60
-0.88 0.62 0.47
-0.23 -0.08 0.42
0.02 -0.03 -0.11
-0.15 -0.19 0.28
-0.22 0.11 -0.10
0.13 -0.17 -0.10
-0.21 0.57 0.01
0.21 -0.06 -0.15
-0.03 1.10 -0.62
-0.41 -1.36 0.37
1.53 2.86 -1.00
-1.68 -0.79 0.40
-0.10 -2.20 1.31
-0.13 -0.28 -0.12
0.62 -0.13 -0.16
0.07 -0.51 -0.23
0.03 0.31 0.34
0.17 0.47 0.11
0.38 -0.04 0.25
-0.52 0.43 -0.72
0.26 -0.28 -1.02
-0.22 1.09 -0.10
1.36 -2.07 -0.41
-0.42 1.04 0.36
-1.49 0.57 0.60
-0.25 -0.01 -0.02
0.24 0.39 -0.41
-0.06 0.50 0.47
-0.06 0.56 -0.22
0.43 -0.34 0.43
-0.57 -0.12 0.10
0.91 0.35 -0.39
0.52 -2.38 -1.98
0.62 3.20 3.47
-0.66 -0.61 -0.04
0.42 -0.40 -0.93
-1.08 0.50 0.21
-0.09 -0.26 -0.10
0.09 0.45 0.01
-0.14 0.10 0.00
-0.24 0.26 0.39
0.23 0.34 -0.52
0.58 -0.21 0.39
0.48 -0.28 0.00
-1.07 -2.19 -0.34
0.11 0.67 0.22
1.40 0.63 0.06
-0.85 1.27 1.33
-0.22 -0.56 -0.48
-0.08 0.50 0.93
-0.27 -0.47 -0.23
0.08 0.13 0.18
0.80 -0.22 0.15
-0.57 -0.02 -0.42
0.53 -0.19 0.36
-0.15 0.18 -0.13
-0.69 -0.26 1.60
-1.02 2.23 -2.83
2.60 0.16 1.53
0.57 -0.55 -0.71
-0.68 0.23 -1.04
0.40 -0.59 0.07
-0.30 0.21 -0.02
0.11 -0.16 0.12
0.00 0.12 0.45
0.03 -0.64 0.47
-0.61 -0.10 0.13
-0.15 -0.52 0.31
-0.40 0.32 -1.43
-0.49 -0.61 0.11
1.51 1.21 0.18
-0.71 0.34 0.70
0.79 1.58 -0.42
-0.20 -0.39 0.46
-0.13 -0.72 0.33
0.87 0.22 -0.76
-0.26 -0.42 -0.18
0.01 0.15 0.13
0.03 -0.13 -0.45
-0.49 -0.73 -0.05
-0.23 -0.15 -0.93
-0.69 -1.47 1.12
0.77 -1.51 0.36
1.49 2.99 -0.26
0.34 -0.44 0.45
-0.07 -0.38 -0.25
-0.50 0.74 0.15
-0.33 0.66 -0.42
0.05 -0.13 0.03
0.22 0.17 -0.01
-0.46 0.17 0.07
0.91 -0.14 0.01
-0.32 -0.05 0.02

Molecular formula: C25H57Br2N5O5PS
Method: DFT, ωB97M-V with the def2-TZVPD basis set

## Properties
- Gap between HOMO and LUMO: 6.1010 eV
- Total charge: -1
- E_LUMO: 2.26 eV

Geometry (Å):
1 C -2.48135 -2.65328 -1.59423
2 C -1.33492 -1.86888 -2.46173
3 C -1.50702 -0.20222 -2.44444
4 C -0.12238 0.48745 -2.06959
5 C 0.19284 1.43161 -0.84167
6 P 0.11231 0.92414 0.99589
7 N -0.17041 0.57555 2.72259
8 S -0.63911 2.90381 1.60594
9 C -1.74164 0.32906 0.85867
10 C -2.81098 1.50639 0.40750
11 C 0.84567 -0.77832 0.60274
12 C 2.28920 -0.88685 -0.13349
13 C 3.33449 -1.99607 0.57422
14 O 4.09163 -2.76909 -0.43268
15 C 1.79631 1.77630 1.43894
16 Br 2.33411 3.62025 0.69690
17 C 2.82437 1.29796 2.39043
18 C 4.23736 2.15205 2.68767
19 Br 2.68330 -0.33616 3.49510
20 H -2.67619 -3.74755 -2.03224
21 H -3.46426 -2.04919 -1.40051
22 H -2.00583 -2.85043 -0.51678
23 H -1.40538 -2.25947 -3.58398
24 H -0.29568 -2.23076 -2.06921
25 H -1.82860 0.03542 -3.57245
26 H -2.45725 -0.00935 -1.81316
27 H 0.71673 -0.33112 -2.31540
28 H 0.07213 1.22827 -3.00453
29 H -0.30921 2.48832 -1.08517
30 H 1.36227 1.63410 -1.01959
31 H -0.32206 -0.42732 2.93931
32 H -0.86615 1.21108 3.16614
33 H -0.57703 3.81948 0.57057
34 H -1.86526 -0.63720 0.22175
35 H -2.18781 0.00181 1.92151
36 H -2.45409 2.19732 -0.46145
37 H -3.33074 2.06140 1.30857
38 H -3.71285 0.88104 -0.07612
39 H 0.10319 -1.41002 -0.09358
40 H 0.92228 -1.51164 1.54650
41 H 2.82580 0.10192 -0.43367
42 H 2.13988 -1.45023 -1.18187
43 H 4.13484 -1.32872 1.14109
44 H 2.74986 -2.70380 1.33853
45 H 5.04948 -2.73781 -0.08892
46 H 4.02708 3.24016 3.07739
47 H 4.91309 1.62643 3.48268
48 H 4.82050 2.13988 1.65038
49 C 0.90040 3.77106 -4.96683
50 C -0.29612 3.05795 -5.53474
51 O -0.62618 1.93332 -5.16647
52 N -1.02448 3.70396 -6.49146
53 C -0.79477 5.01562 -7.04708
54 H 1.38225 3.13631 -4.21652
55 H 1.62232 3.97695 -5.76005
56 H 0.58616 4.69898 -4.48383
57 H -1.81521 3.16694 -6.82962
58 H -1.68222 5.62384 -6.85816
59 H -0.65387 4.90722 -8.12481
60 H 0.07906 5.50450 -6.61415
61 C 3.01323 -2.99749 -5.28516
62 C 2.43099 -1.74084 -4.69817
63 O 2.98579 -1.11960 -3.79507
64 N 1.24381 -1.29553 -5.20361
65 C 0.44979 -1.88444 -6.25462
66 H 3.95857 -3.23071 -4.78517
67 H 2.32648 -3.83281 -5.13234
68 H 3.21177 -2.85393 -6.34961
69 H 0.90968 -0.44561 -4.76315
70 H 0.34328 -1.14645 -7.05288
71 H -0.53539 -2.11795 -5.84475
72 H 0.89973 -2.79272 -6.65785
73 C 1.69968 -2.88625 8.31093
74 C 2.29154 -2.59258 6.95957
75 O 2.06026 -3.29087 5.97558
76 N 3.11107 -1.50668 6.84844
77 C 3.49703 -0.57644 7.88169
78 H 1.06926 -3.77881 8.24785
79 H 2.49655 -3.07664 9.03307
80 H 1.07968 -2.04781 8.63601
81 H 3.47431 -1.36781 5.91207
82 H 3.17940 0.42245 7.57424
83 H 4.58565 -0.59864 7.96830
84 H 3.05109 -0.81774 8.84758
85 C -5.44202 0.91067 4.22386
86 C -5.56030 0.64954 2.74720
87 O -5.43185 1.53996 1.91054
88 N -5.81979 -0.62972 2.34806
89 C -6.00108 -1.79810 3.17507
90 H -5.23429 1.97211 4.39198
91 H -6.38038 0.65917 4.72283
92 H -4.61780 0.32728 4.64025
93 H -5.88659 -0.73412 1.34175
94 H -5.24531 -2.53421 2.89200
95 H -6.99466 -2.20483 2.97392
96 H -5.90905 -1.57423 4.23876

Cartesian forces, eV/Å:
1.03 -0.83 1.05
-0.66 -0.43 -0.52
-0.85 -1.94 -0.98
1.09 0.43 -3.14
1.82 1.58 -1.90
-2.42 -1.22 -0.42
1.31 0.16 1.95
-0.81 2.74 0.55
-2.75 -0.15 -0.10
-1.76 -1.81 -0.99
0.76 -3.33 -0.24
0.47 -2.37 -1.68
0.10 2.07 0.89
1.28 0.78 1.80
4.82 -1.58 3.61
0.05 -1.59 0.28
-0.86 3.21 -2.23
-0.34 -0.86 -0.46
0.13 1.24 -0.81
0.14 2.49 0.83
1.80 -1.17 -0.71
-1.16 0.46 -2.19
0.15 0.87 2.25
-1.83 0.89 -0.69
0.87 -0.14 2.48
1.90 0.10 -0.78
-1.72 1.74 1.12
-0.46 -1.56 2.06
0.97 -2.37 0.76
-2.48 -0.23 0.28
-0.07 1.26 -0.30
0.74 -1.12 -0.53
0.01 -0.94 0.69
0.08 1.78 0.68
1.06 0.59 -2.38
-0.47 -1.11 1.88
1.60 -0.99 -2.13
1.50 1.32 0.82
1.43 1.73 1.43
-0.19 1.85 -1.77
-0.94 -1.75 1.00
0.15 1.40 2.09
-1.75 -1.60 -0.70
1.30 1.50 -1.76
-2.36 -0.17 -0.97
0.29 -2.15 -1.05
-1.45 0.72 -1.47
-1.18 0.39 2.34
0.16 -0.15 0.24
-0.39 -0.81 0.16
0.21 0.55 -0.41
0.21 -0.38 0.34
-0.37 -0.17 -0.17
-0.23 0.07 -0.19
-0.02 0.17 0.08
0.15 0.04 -0.10
0.22 0.17 0.12
0.17 0.27 -0.11
0.08 0.32 -0.02
-0.18 -0.19 -0.03
0.31 -0.19 0.08
-0.02 0.88 0.77
-0.17 -0.45 -0.64
0.64 -0.20 0.21
-0.16 0.38 0.22
-0.29 0.19 -0.02
0.04 -0.01 -0.19
-0.11 -0.17 -0.01
-0.09 -0.08 -0.06
-0.17 -0.21 -0.17
-0.08 -0.13 -0.27
-0.01 0.17 0.14
-0.24 -0.24 0.12
0.21 -0.06 -1.09
0.05 0.23 0.66
-0.38 -0.76 0.15
0.14 0.13 -0.43
0.20 0.23 -0.14
-0.11 0.14 0.10
0.12 -0.04 0.16
-0.12 0.11 0.17
0.09 0.09 0.26
-0.02 0.20 0.26
0.04 -0.03 -0.22
0.11 0.26 0.16
0.11 0.62 -1.07
-0.49 -0.56 0.84
-0.01 0.53 0.09
0.03 -0.10 -0.46
-0.04 -0.28 -0.21
0.12 -0.11 0.12
-0.14 -0.02 0.12
0.12 0.03 0.28
-0.09 -0.17 0.26
0.02 -0.23 0.25
0.01 0.05 -0.24

Molecular formula: C25H57N2O8
Method: DFT, ωB97M-V with the def2-TZVPD basis set

## Properties
- Gap between HOMO and LUMO: 6.2407 eV
- Total charge: +1
- E_LUMO: -5.46 eV

Geometry (Å):
1 C -0.40964 1.15855 0.41129
2 C -1.93253 0.80183 0.70783
3 O -2.66981 0.40327 -0.22788
4 O -2.55379 0.92137 2.00937
5 C -2.64987 -0.39166 2.64070
6 C -1.18495 -1.05465 2.76838
7 C -0.80445 -2.12526 1.75242
8 C 0.63745 -2.59717 2.00598
9 C 1.34872 -1.92702 3.17018
10 N 0.90282 -0.97413 4.08845
11 N -0.34027 -0.63052 3.78722
12 H -0.29321 1.65876 -0.61619
13 H 0.15561 0.15218 0.35366
14 H 0.10580 1.75636 1.24665
15 H -3.37684 -1.09407 2.10500
16 H -3.06583 -0.18741 3.69438
17 H -1.47221 -2.49168 0.91523
18 H 1.16152 -3.38678 1.38220
19 H 2.44286 -2.25556 3.33416
20 H -0.73523 0.08411 4.43701
21 C -2.69400 -1.59269 -2.97925
22 C -3.35556 -2.89703 -3.39235
23 C -4.46416 -2.65914 -4.40544
24 O -3.89794 -3.54067 -2.23864
25 H -3.41680 -0.91965 -2.50739
26 H -1.90719 -1.77775 -2.24204
27 H -2.25381 -1.08335 -3.83990
28 H -2.60627 -3.57031 -3.81860
29 H -5.24913 -2.02335 -3.98315
30 H -4.93841 -3.60382 -4.68459
31 H -4.07716 -2.18163 -5.30925
32 H -4.56229 -2.95291 -1.85446
33 C 1.47867 2.20827 6.93872
34 C 2.77789 2.46319 6.19055
35 C 2.51998 3.10548 4.83863
36 O 3.46966 1.22682 6.00468
37 H 0.83289 1.52327 6.37744
38 H 1.67761 1.73536 7.90399
39 H 0.93295 3.13932 7.11145
40 H 3.42484 3.11076 6.78817
41 H 1.91013 2.45117 4.20544
42 H 3.46019 3.27172 4.30768
43 H 2.00571 4.06351 4.94760
44 H 2.90597 0.64383 5.47556
45 C -3.61785 1.84290 -4.51815
46 C -2.30927 2.11438 -5.24324
47 C -2.55149 2.73824 -6.60853
48 O -1.59280 0.89119 -5.40153
49 H -4.23952 1.14058 -5.08310
50 H -3.42891 1.38417 -3.54358
51 H -4.18415 2.76534 -4.36657
52 H -1.68627 2.78078 -4.64013
53 H -3.13592 2.06717 -7.24610
54 H -1.60339 2.91684 -7.12258
55 H -3.08545 3.68767 -6.51968
56 H -2.13581 0.29486 -5.93433
57 C 4.53531 0.93993 1.76652
58 C 5.28395 -0.35988 2.00379
59 C 6.44842 -0.51265 1.03882
60 O 4.38368 -1.45674 1.84418
61 H 4.11653 0.97261 0.75506
62 H 3.69422 1.02995 2.46046
63 H 5.19190 1.80272 1.89946
64 H 5.65346 -0.39018 3.03227
65 H 6.09667 -0.53106 0.00212
66 H 6.96969 -1.45763 1.21271
67 H 7.16282 0.30636 1.15007
68 H 4.05052 -1.43789 0.93687
69 C 2.89965 6.65405 0.54883
70 C 2.10321 5.75331 1.47948
71 C 1.22860 6.56575 2.42166
72 O 3.00008 4.94646 2.24185
73 H 3.56688 7.30986 1.11700
74 H 3.53191 6.05776 -0.11450
75 H 2.23873 7.27394 -0.06210
76 H 1.47831 5.07621 0.88981
77 H 1.83816 7.21850 3.05451
78 H 0.67051 5.90628 3.09228
79 H 0.51766 7.18299 1.86681
80 H 3.55776 5.53586 2.76726
81 C -2.81585 -6.58884 -2.49217
82 C -2.00487 -6.82547 -3.75639
83 C -2.16117 -8.25300 -4.25633
84 O -0.62707 -6.56380 -3.49201
85 H -2.48067 -7.24781 -1.68397
86 H -2.68500 -5.56354 -2.13887
87 H -3.88009 -6.76495 -2.66697
88 H -2.32508 -6.12665 -4.53440
89 H -1.80338 -8.96933 -3.50975
90 H -1.56407 -8.41148 -5.15830
91 H -3.20580 -8.47932 -4.48422
92 H -0.33467 -7.17737 -2.80523

Cartesian forces, eV/Å:
0.25 -0.41 0.79
-2.45 -0.89 -3.74
2.97 1.38 3.73
1.81 -1.48 -0.68
0.32 0.24 1.13
-0.32 -1.59 -1.53
4.17 1.02 3.34
-3.06 2.69 1.39
0.93 -0.70 -0.15
-0.11 -3.00 -3.95
-2.31 0.27 -1.02
-0.48 -0.72 1.71
-0.96 1.50 0.01
-0.99 -0.72 -1.31
1.27 0.95 0.51
0.63 -0.33 -1.61
0.80 0.63 1.26
-0.72 1.20 0.98
-1.93 0.72 -0.23
0.34 -0.65 -0.69
0.20 -0.03 -0.03
-0.36 0.59 0.06
-0.06 -0.21 -0.18
0.08 -0.19 0.25
-0.03 -0.04 -0.12
0.01 -0.02 -0.10
0.01 0.05 0.13
-0.10 -0.11 0.20
0.13 0.08 0.01
0.11 0.06 -0.02
-0.06 -0.02 0.05
0.09 -0.07 -0.17
0.05 0.09 0.40
-0.55 -0.37 -0.44
0.29 0.23 0.04
0.20 -0.06 0.07
0.02 0.06 -0.13
-0.01 0.09 -0.08
-0.01 -0.09 -0.01
0.07 -0.22 -0.04
-0.09 0.00 0.06
-0.13 0.03 0.05
0.02 -0.07 -0.09
0.10 0.20 0.15
-0.03 0.04 0.33
-0.58 -0.24 -0.44
0.20 0.21 -0.11
0.30 -0.10 0.20
0.03 0.11 -0.09
0.02 0.10 -0.05
-0.01 -0.08 -0.02
0.11 -0.21 -0.04
-0.08 0.03 0.13
-0.07 0.03 0.10
0.01 -0.07 -0.05
0.08 0.18 0.03
-0.15 0.13 0.23
0.15 0.43 -0.59
0.20 -0.21 0.08
-0.48 -0.44 0.26
0.17 -0.01 -0.04
0.12 0.06 0.05
-0.12 -0.03 -0.03
-0.18 -0.18 -0.05
-0.04 0.14 0.05
-0.02 0.12 0.05
-0.06 -0.06 -0.04
0.24 0.05 0.09
0.05 -0.10 -0.30
0.33 0.67 0.27
-0.27 -0.11 0.08
-0.05 -0.37 -0.04
-0.15 0.02 0.05
-0.12 0.03 0.03
0.08 0.00 0.04
0.15 -0.12 0.12
0.03 0.03 -0.15
0.00 0.03 -0.10
0.05 0.00 0.08
-0.11 -0.06 -0.13
-0.04 0.27 0.08
-0.04 -0.61 0.54
0.02 -0.05 -0.34
0.19 0.31 -0.11
-0.03 -0.16 -0.14
-0.12 -0.10 -0.11
0.06 0.04 0.07
0.23 0.03 0.05
-0.11 0.09 0.07
-0.10 0.06 0.04
0.07 -0.03 0.03
-0.11 0.05 -0.16

Asked for max |F| across the records above, the calculation gives 5.0; 6.2; 5.4 eV Å⁻¹ in order.